Formula: C36H80N4O4
Source: the OMol25 dataset
Level of theory: the ωB97M-V functional and the def2-TZVPD basis

Geometry (Å):
H  3.5918  5.6812  -4.4467
H  1.7460  -2.7638  4.4909
H  -1.3014  2.9525  -2.6329
H  2.2365  -1.2771  -4.8454
H  -4.2645  3.2010  -6.7423
H  -2.2511  2.0394  -6.9799
O  2.7220  -0.6682  -0.5208
H  -5.0857  1.9496  -5.0032
H  -0.8103  5.0587  7.0600
C  2.7818  -4.6396  4.6311
H  0.7570  -6.8100  7.2692
H  0.1837  -5.2855  -5.6860
N  -1.0075  -4.8285  -4.0094
H  0.2184  0.6917  -5.6330
H  0.1187  0.5578  6.7607
C  -3.8393  2.2274  -0.4034
N  3.4674  -5.4900  5.5847
H  3.0068  -7.1338  3.3607
H  5.0631  -5.9181  4.3576
H  1.9466  -3.9778  -5.2824
H  -5.9529  2.4461  -0.1968
H  -1.3932  -0.3354  6.8544
C  0.6975  2.2399  4.6614
H  3.3615  0.6493  -1.9286
C  2.1347  -3.4213  5.2705
C  -0.9666  0.6600  6.7169
H  0.9821  -0.8010  -2.2495
H  -0.1265  0.9964  -2.6256
H  -5.4637  1.1531  -1.2859
H  -2.1471  4.5082  -6.2443
H  4.9215  -6.9491  5.7575
H  -1.6106  4.4833  0.9580
C  0.3939  1.2382  -3.5630
H  -2.2294  3.9374  -4.6038
H  -5.8944  3.4615  -4.7231
C  1.4055  -4.1127  -4.3405
H  0.8033  0.1047  4.2549
C  -4.9076  2.9888  -4.7141
H  -2.1955  3.7638  5.3734
O  1.6861  0.6697  -3.5460
C  -4.0551  3.6939  -5.7868
C  0.9038  -2.7321  -3.9343
N  -0.4352  3.4697  -2.7265
H  2.0198  -5.1809  4.0466
H  1.2976  -3.6858  5.9176
H  -3.7542  1.4151  0.3268
C  2.0639  -1.7270  -3.8662
C  -0.6442  4.0001  6.8511
H  -3.0832  2.0179  -1.1644
H  2.9620  -2.2775  -3.5862
H  -0.7804  2.6742  -6.2847
H  0.5284  1.1026  2.8175
C  -2.0091  3.4835  0.7749
C  2.1055  4.5389  -3.3902
H  3.8718  -1.0262  -2.1936
C  3.1951  -2.1618  1.2739
C  -3.4626  3.5308  0.2973
C  -4.3839  3.0151  -3.2711
H  3.3049  -6.5635  7.3388
H  -2.1528  1.6869  -4.0435
H  0.3588  3.1461  -4.6261
N  -0.7319  2.3995  4.8522
H  -1.3642  0.4430  4.6233
C  2.6589  -5.9603  6.6964
H  1.3442  5.0206  -4.0092
C  1.8552  -0.5671  -2.8690
H  1.5887  -7.7644  6.0508
H  -5.5405  4.1358  -1.8404
O  2.8144  -2.8527  -0.9722
H  -1.7320  -4.7520  -4.7064
H  2.0787  5.0371  -2.4161
H  1.2469  2.1451  5.6120
H  -1.3007  -5.5349  -3.3522
H  -0.0205  3.5114  -1.8015
H  -0.5481  -0.3969  -4.4923
C  0.2962  -5.1534  -4.6084
C  3.0380  -0.3895  -1.9036
H  -4.1149  3.6711  1.1620
C  -5.4835  3.1035  -2.1966
C  4.3397  -6.4712  4.9649
H  -2.4911  1.4894  5.4296
H  3.5294  -4.2905  3.9129
H  -6.4575  2.8771  -2.6342
C  3.4841  4.6873  -4.0096
H  -1.3678  3.0119  0.0263
H  2.1231  1.0484  3.5821
H  0.4196  3.8023  6.9872
C  -0.4054  0.6585  -4.7370
H  -1.2832  1.2691  7.5622
H  -1.1961  3.4326  7.5991
H  -3.6902  3.8434  -3.1225
H  -1.9054  2.9155  1.7017
C  0.5201  2.7884  -3.6042
H  -0.7174  4.4545  4.7559
H  3.1733  -8.3024  4.6755
H  4.4827  -8.0763  3.5272
H  -3.5871  4.3725  -0.3881
H  0.4062  -2.7817  -2.9666
H  2.0953  -4.4901  -3.5852
H  2.8609  -2.8603  5.8601
C  -1.7906  1.2798  -4.9870
C  1.0492  1.0532  3.7745
H  0.7886  -6.2580  5.6001
H  -2.4796  0.4916  -5.2921
C  -1.4296  1.2363  5.3722
H  2.6481  -3.0451  1.5982
C  3.7034  -7.5552  4.0863
C  -5.2487  2.1855  -0.9924
H  -3.8456  2.0816  -3.1018
H  4.2671  -2.3097  1.3980
O  1.8152  3.1566  -3.2142
H  1.0650  3.1527  4.1851
H  4.2689  4.5681  -3.2616
H  0.6279  -6.1166  -4.2146
H  2.9034  -1.3059  1.8803
C  -1.8119  2.4055  -6.0486
C  -1.1065  3.6799  5.4243
H  -4.3968  4.7235  -5.9102
H  0.1763  -2.4083  -4.6831
C  -2.5304  3.6934  -5.6230
H  3.6313  3.9366  -4.7856
C  1.3806  -6.7461  6.3756
C  2.8846  -1.9488  -0.1735
H  2.3823  -5.0930  7.3010

Cartesian forces, eV/Å:
0.03 0.00 -0.01
-0.01 0.01 0.00
-0.06 0.02 -0.06
0.09 -0.05 -0.03
-0.08 0.14 -0.05
0.02 -0.04 -0.03
0.51 0.28 0.04
0.06 -0.02 0.03
0.00 0.00 -0.01
-0.05 0.05 -0.03
0.01 0.00 0.01
-0.04 0.03 -0.02
0.06 0.02 0.03
0.01 0.09 -0.03
0.01 -0.01 -0.02
-0.09 0.00 0.31
0.01 0.00 -0.01
0.00 0.01 0.00
-0.03 0.03 -0.01
0.30 -0.16 0.15
-0.09 -0.08 -0.04
-0.01 0.00 0.00
0.04 -0.07 -0.04
-0.16 0.02 0.09
-0.04 0.05 -0.02
-0.06 -0.01 0.00
-0.11 0.19 -0.02
0.04 -0.05 0.03
-0.03 0.01 -0.01
0.01 -0.02 -0.01
-0.03 0.00 0.03
-0.03 -0.02 0.06
0.13 0.11 -0.12
-0.02 0.11 0.04
0.00 -0.02 -0.07
-0.33 0.11 -0.27
-0.01 -0.01 -0.02
-0.16 0.22 0.07
-0.01 -0.04 0.01
-0.13 0.03 -0.03
0.12 -0.33 -0.09
0.27 0.07 -0.14
-0.03 0.09 -0.01
0.00 0.02 -0.01
0.00 -0.02 0.00
0.05 -0.01 -0.02
-0.13 0.01 0.14
-0.04 0.02 0.00
-0.05 -0.05 -0.09
0.04 0.01 -0.01
0.00 -0.06 -0.09
-0.04 0.03 0.02
0.03 0.16 0.09
0.11 0.10 0.00
0.02 -0.02 0.05
-0.51 0.25 0.31
0.34 -0.28 -0.10
-0.34 -0.22 0.05
0.02 -0.03 -0.03
-0.17 -0.14 0.01
-0.08 -0.01 -0.06
-0.04 0.02 -0.02
0.03 0.02 -0.01
-0.07 0.00 0.13
-0.04 -0.12 -0.08
0.10 -0.33 0.02
0.00 0.02 -0.05
-0.10 0.03 -0.06
0.13 0.08 0.04
-0.01 0.02 -0.03
-0.08 0.03 -0.02
0.02 0.00 -0.02
0.00 -0.01 0.04
0.01 -0.07 0.05
0.09 -0.02 -0.09
-0.10 -0.09 0.18
-0.03 0.15 -0.24
-0.12 0.21 -0.10
0.16 0.20 0.10
0.12 -0.04 -0.04
0.00 0.05 0.03
0.03 -0.08 -0.02
-0.03 -0.06 0.01
0.02 0.07 0.10
-0.01 0.00 -0.01
0.00 0.00 -0.02
0.01 -0.01 -0.01
-0.23 -0.24 0.25
0.05 0.03 0.00
0.02 -0.03 0.00
0.13 -0.06 -0.02
0.00 -0.05 -0.03
0.20 0.01 0.14
0.04 -0.03 -0.01
-0.04 0.02 0.00
0.01 0.00 0.00
-0.12 0.04 0.04
-0.11 -0.06 -0.04
0.10 0.09 0.00
0.01 -0.02 0.02
0.26 0.25 -0.27
0.08 -0.02 0.07
0.00 0.02 0.00
-0.08 0.00 0.15
-0.05 -0.14 -0.01
0.21 -0.07 0.11
0.03 -0.03 0.02
0.14 -0.04 -0.05
0.19 0.12 -0.01
0.00 -0.12 -0.09
-0.09 -0.04 0.08
-0.03 0.04 0.03
-0.01 -0.10 -0.04
0.06 -0.03 -0.13
-0.01 0.02 -0.04
0.06 0.09 0.26
-0.02 0.13 -0.03
0.03 0.04 0.19
-0.16 0.04 0.19
0.03 -0.02 -0.23
-0.04 0.05 -0.05
0.02 -0.03 0.05
-0.11 -0.50 -0.34
0.00 0.02 -0.04

Output
* E: -1939.5882 Ha
* LUMO energy: 0.02410 Eh

Mulliken atomic charge list, values in e, 99 entries: number 1, H, carries 0.389; number 2, H, carries 0.324; number 3, H, carries -0.201; number 4, H, carries 0.519; number 5, H, carries 0.284; number 6, H, carries 0.517; number 7, O, carries -0.376; number 8, H, carries 0.319; number 9, H, carries 0.409; number 10, C, carries -0.308; number 11, H, carries 0.374; number 12, H, carries 0.268; number 13, N, carries -0.456; number 14, H, carries 0.405; number 15, H, carries 0.249; number 16, C, carries 0.051; number 17, N, carries 0.073; number 18, H, carries 0.274; number 19, H, carries 0.402; number 20, H, carries 0.272; number 21, H, carries 0.456; number 22, H, carries 0.379; number 23, C, carries -0.553; number 24, H, carries 0.446; number 25, C, carries -1.373; number 26, C, carries -1.045; number 27, H, carries 0.402; number 28, H, carries 0.310; number 29, H, carries 0.331; number 30, H, carries 0.464; number 31, H, carries 0.350; number 32, H, carries 0.415; number 33, C, carries 0.387; number 34, H, carries 0.152; number 35, H, carries 0.508; number 36, C, carries -0.658; number 37, H, carries 0.175; number 38, C, carries -1.049; number 39, H, carries 0.365; number 40, O, carries -0.389; number 41, C, carries -1.059; number 42, C, carries -0.258; number 43, N, carries -0.349; number 44, H, carries 0.243; number 45, H, carries 0.326; number 46, H, carries 0.506; number 47, C, carries -1.632; number 48, C, carries -1.090; number 49, H, carries -0.413; number 50, H, carries 0.518; number 51, H, carries 0.516; number 52, H, carries 0.267; number 53, C, carries -0.822; number 54, C, carries -0.260; number 55, H, carries 0.496; number 56, C, carries -0.947; number 57, C, carries -0.411; number 58, C, carries 0.593; number 59, H, carries 0.385; number 60, H, carries -1.102; number 61, H, carries 0.371; number 62, N, carries 0.425; number 63, H, carries 0.385; number 64, C, carries -0.720; number 65, H, carries 0.329; number 66, C, carries 1.035; number 67, H, carries 0.266; number 68, H, carries 0.334; number 69, O, carries -0.528; number 70, H, carries 0.193; number 71, H, carries 0.279; number 72, H, carries 0.275; number 73, H, carries 0.206; number 74, H, carries 0.349; number 75, H, carries -0.385; number 76, C, carries -0.692; number 77, C, carries -1.369; number 78, H, carries 0.384; number 79, C, carries -1.014; number 80, C, carries -0.696; number 81, H, carries 0.415; number 82, H, carries 0.441; number 83, H, carries 0.458; number 84, C, carries -1.238; number 85, H, carries -0.032; number 86, H, carries 0.427; number 87, H, carries 0.274; number 88, C, carries -0.749; number 89, H, carries 0.256; number 90, H, carries 0.233; number 91, H, carries 0.379; number 92, H, carries 0.157; number 93, C, carries -0.078; number 94, H, carries 0.377; number 95, H, carries 0.228; number 96, H, carries 0.402; number 97, H, carries 0.327; number 98, H, carries 0.380; number 99, H, carries 0.337